ORCA calculation (ωB97M-V/def2-TZVPD) on 8 unconnected molecules or ions with the total composition C5H24NO9 at a distorted geometry.

Each line ends with the natural charge from an NBO analysis.
Cartesian coordinates (Å):
C -0.948 1.146 2.920  -0.62
C -1.807 0.437 1.836  -0.21
N -1.101 -0.549 1.044  -0.46
C 0.017 0.050 0.301  -0.45
C -2.038 -1.162 0.119  -0.33
C -1.421 -2.590 -0.116  0.78
O -1.594 -3.403 0.766  -0.72
O -0.935 -2.773 -1.253  -0.79
H -0.247 1.809 2.387  0.20
H -1.499 1.694 3.709  0.20
H -0.357 0.352 3.419  0.21
H -2.330 1.192 1.217  0.18
H -2.626 -0.073 2.397  0.18
H 0.715 -0.771 -0.063  0.19
H -0.068 0.614 -0.664  0.19
H 0.622 0.721 0.874  0.21
H -3.009 -1.252 0.642  0.20
H -2.097 -0.488 -0.799  0.16
H 3.127 -0.927 0.977  0.49
H 3.593 -0.587 2.349  0.46
O 3.423 -0.163 1.545  -0.95
H -1.181 -1.162 -3.417  0.47
H -0.498 -1.731 -2.199  0.51
O -0.268 -0.976 -2.955  -1.07
H -1.824 1.970 -1.359  0.47
H -2.380 3.280 -1.676  0.46
O -2.314 2.688 -0.966  -0.94
H 0.691 3.584 -0.872  0.48
H 0.992 2.867 -2.208  0.49
O 0.667 3.692 -1.826  -0.97
H 2.495 1.108 -1.639  0.50
H 3.075 1.798 -0.412  0.48
O 2.273 1.828 -0.999  -0.99
H 0.916 -3.723 0.904  0.48
H 0.616 -2.337 1.406  0.50
O 1.359 -3.059 1.383  -0.98
H 2.230 -1.434 -1.653  0.47
H 1.457 -0.838 -2.750  0.50
O 2.273 -0.833 -2.369  -0.97

Computed properties:
gap between HOMO and LUMO	8.22	eV
energy above the lowest of the compared OMol25 structures with the same formula, charge and spin	41.2	kcal per mole
E_tot	-936.8709	Eh
charge	-1

ORCA calculation (ωB97M-V/def2-TZVPD) on a single C3H4F2O molecule at a distorted geometry.

Each line ends with the natural charge from an NBO analysis.
Cartesian coordinates (Å):
C 1.537 0.062 0.065  -0.27
O 0.376 0.635 -0.300  -0.49
C -0.583 -0.332 -0.182  -0.09
C -1.830 0.079 -0.206  0.69
F -2.007 1.470 0.003  -0.36
F -2.825 -0.541 -0.009  -0.25
H 1.448 -0.344 1.103  0.17
H 2.270 -0.754 -0.675  0.18
H 2.015 1.211 0.175  0.21
H -0.401 -1.487 0.026  0.21

Computed properties:
gap between HOMO and LUMO	9.72	eV
energy above the lowest of the compared OMol25 structures with the same formula, charge and spin	92.2	kcal per mole
E_tot	-391.5259	Eh
charge	0

ORCA calculation (ωB97M-V/def2-TZVPD) on 2 unconnected molecules or ions with the total composition C2H7BrSi.

Each line ends with the natural charge from an NBO analysis.
Cartesian coordinates (Å):
C 0.088 -1.174 0.382  -0.34
C -0.385 -0.251 -0.441  -0.62
Si -1.621 1.061 0.107  0.86
H 0.778 -1.947 0.077  0.19
H -0.190 -1.187 1.423  0.18
H -0.075 -0.272 -1.479  0.22
H -1.596 2.174 -0.844  -0.17
H -2.963 0.464 0.136  -0.16
H -1.269 1.527 1.452  -0.17
Br 3.312 0.233 0.058  -0.20
H 3.921 -0.629 -0.873  0.20

Computed properties:
gap between HOMO and LUMO	10.67	eV
energy above the lowest of the compared OMol25 structures with the same formula, charge and spin	49.3	kcal per mole
E_tot	-2943.8493	Eh
charge	0

ORCA calculation (ωB97M-V/def2-TZVPD) on a single C3H3F3O2 molecule at a distorted geometry.

Each line ends with the natural charge from an NBO analysis.
Cartesian coordinates (Å):
O 1.978 1.165 0.179  -0.45
C 1.374 0.400 -0.493  0.41
C 0.100 -0.380 -0.156  0.43
O 0.323 -1.411 0.741  -0.68
F -0.431 -0.972 -1.328  -0.35
C -0.891 0.636 0.428  0.52
F -1.953 -0.052 0.960  -0.34
F -1.295 1.400 -0.596  -0.31
H 1.430 0.241 -1.548  0.12
H -0.263 -2.094 0.443  0.50
H -0.373 1.067 1.369  0.17

Computed properties:
gap between HOMO and LUMO	10.71	eV
energy above the lowest of the compared OMol25 structures with the same formula, charge and spin	1.5	kcal per mole
E_tot	-566.1533	Eh
charge	0

ORCA calculation (ωB97M-V/def2-TZVPD) on 5 unconnected molecules or ions with the total composition C18H38ClIO11S5.

Each line ends with the Mulliken charge.
Cartesian coordinates (Å):
C 0.917 0.632 -2.644  -0.93
C 1.114 -0.781 -2.117  -0.55
O 1.801 -0.768 -0.860  0.05
C 3.147 -1.136 -0.857  -0.55
C 3.520 -1.354 0.605  -2.09
C 2.889 -0.337 1.560  1.81
C 1.555 -0.854 2.186  -1.58
C 0.274 -0.127 1.827  0.60
O -0.288 -0.111 0.788  -0.36
Cl -0.474 0.725 3.221  -0.27
O 3.837 -0.246 2.704  -0.57
S 3.531 1.064 3.544  1.02
O 2.690 0.759 4.650  -0.61
O 4.750 1.762 3.756  -0.40
O 2.645 1.780 2.421  -0.42
C 2.855 1.131 1.133  -0.12
C 4.130 1.644 0.468  -0.45
C 3.822 2.667 -0.598  0.38
O 2.748 3.035 -0.940  -0.47
I 5.598 3.479 -1.505  -0.02
H 1.773 1.254 -2.372  0.26
H 0.040 1.087 -2.185  0.23
H 0.812 0.640 -3.728  0.38
H 0.143 -1.229 -1.925  0.20
H 1.641 -1.413 -2.836  0.41
H 3.329 -2.069 -1.405  0.52
H 3.778 -0.373 -1.334  0.38
H 4.604 -1.304 0.723  0.36
H 3.206 -2.353 0.904  0.47
H 1.643 -0.868 3.268  0.68
H 1.399 -1.877 1.846  0.43
H 1.975 1.319 0.522  0.86
H 4.714 0.850 0.005  0.63
H 4.807 2.123 1.186  -0.28
C -3.530 -2.304 -2.315  -0.75
S -2.364 -2.809 -3.581  0.35
O -1.321 -1.744 -3.632  -0.54
C -3.473 -2.544 -4.958  -0.90
H -3.018 -2.358 -1.355  0.34
H -3.848 -1.280 -2.510  0.28
H -4.387 -2.976 -2.332  0.25
H -3.805 -1.506 -4.955  0.28
H -4.325 -3.211 -4.856  0.33
H -2.928 -2.759 -5.875  0.38
C -7.519 -4.781 -2.368  -0.91
S -7.722 -3.687 -3.777  0.39
O -6.375 -3.121 -4.071  -0.53
C -8.627 -2.406 -2.906  -0.86
H -6.926 -5.631 -2.696  0.32
H -7.001 -4.248 -1.570  0.25
H -8.498 -5.123 -2.032  0.39
H -8.026 -2.042 -2.073  0.23
H -9.576 -2.810 -2.555  0.38
H -8.809 -1.599 -3.612  0.31
C -5.019 2.216 1.753  -0.97
S -4.688 0.554 1.158  0.66
O -5.981 -0.001 0.673  -0.68
C -4.384 -0.166 2.774  -0.86
H -5.277 2.825 0.890  0.30
H -5.852 2.190 2.455  0.31
H -4.121 2.611 2.228  0.34
H -5.261 -0.028 3.407  0.39
H -3.506 0.302 3.220  0.23
H -4.197 -1.228 2.631  0.29
C 7.589 3.142 4.053  -0.98
S 6.532 4.003 2.889  0.54
O 6.380 3.104 1.714  -0.60
C 7.728 5.255 2.408  -1.03
H 7.025 2.289 4.423  0.30
H 8.490 2.804 3.540  0.33
H 7.838 3.809 4.879  0.40
H 8.619 4.770 2.010  0.31
H 7.974 5.870 3.274  0.39
H 7.264 5.869 1.640  0.33

Computed properties:
gap between HOMO and LUMO	9.07	eV
E_tot	-4284.9796	Eh
charge	0

ORCA calculation (ωB97M-V/def2-TZVPD) on a molecular structure, C22H44IrN3OP3S at a distorted geometry.

Each line ends with the Mulliken spin population.
Cartesian coordinates (Å):
Ir -0.156 0.633 0.857  1.21
P 1.708 1.961 1.550  0.11
P -1.645 1.080 2.611  0.09
P -1.177 2.258 -0.382  0.10
H 0.482 -4.729 -7.268  0.03
C 0.681 -3.717 -7.643  0.41
C 1.928 -3.225 -7.705  0.44
H 2.794 -3.815 -7.375  0.03
C 3.176 1.011 2.087  0.03
C 1.372 3.091 2.945  0.01
C 2.471 2.989 0.237  0.01
C -3.197 0.166 2.270  0.02
C -1.295 0.566 4.328  0.03
C -2.189 2.810 2.935  0.01
C -0.664 2.471 -2.134  0.06
C -0.966 4.018 0.124  0.00
C -3.013 2.145 -0.619  0.00
H -0.181 -3.142 -8.007  0.02
H 2.134 -2.235 -8.132  0.02
H 3.336 0.162 1.410  0.00
H 3.021 0.637 3.106  0.00
H 4.058 1.668 2.057  0.00
H 0.876 2.555 3.765  -0.01
H 0.742 3.929 2.623  0.00
H 2.327 3.493 3.312  0.00
H 2.941 2.342 -0.514  0.00
H 3.248 3.609 0.706  0.00
H 1.744 3.638 -0.259  0.00
H -3.904 0.329 3.096  0.01
H -2.968 -0.905 2.196  0.00
H -3.651 0.491 1.327  0.00
H -2.068 0.980 4.992  0.00
H -0.307 0.922 4.639  0.00
H -1.309 -0.528 4.394  0.00
H -2.780 2.831 3.861  0.00
H -2.805 3.203 2.119  0.00
H -1.317 3.459 3.079  0.00
H -1.264 3.289 -2.554  0.00
H -0.842 1.565 -2.719  -0.01
H 0.398 2.729 -2.205  -0.01
H -1.724 4.603 -0.417  0.00
H 0.022 4.396 -0.158  0.00
H -1.114 4.189 1.191  0.00
H -3.299 2.840 -1.424  0.00
H -3.568 2.408 0.289  0.00
H -3.301 1.129 -0.920  0.01
C 0.492 -0.729 -2.466  0.01
C -0.896 -0.856 -2.695  0.11
C -1.366 -1.809 -3.594  -0.04
C -0.475 -2.519 -4.402  0.15
C 0.897 -2.235 -4.336  -0.03
C 1.381 -1.351 -3.378  0.12
S 1.222 0.129 -1.154  0.83
H -1.465 0.157 -0.011  0.18
H -1.596 -0.209 -2.162  0.01
H -2.444 -1.978 -3.663  0.00
H -0.844 -3.265 -5.103  0.01
H 1.579 -2.713 -5.034  -0.03
H 2.442 -1.129 -3.276  0.01
C 2.063 -3.121 4.237  0.00
N 1.357 -2.888 2.975  0.00
C 1.252 -3.919 2.086  0.00
C 0.545 -3.735 0.930  0.00
C -0.095 -2.490 0.742  -0.01
N 0.269 -1.404 1.461  -0.01
C 0.945 -1.596 2.652  0.00
O 1.161 -0.670 3.458  0.01
N -1.080 -2.390 -0.160  0.01
H 1.512 -3.838 4.858  0.00
H 2.150 -2.172 4.769  0.00
H 3.062 -3.527 4.042  0.00
H 1.733 -4.841 2.404  0.00
H 0.392 -4.493 0.178  0.00
H -1.376 -3.189 -0.712  0.00
H -1.570 -1.519 -0.313  0.02

Computed properties:
gap between HOMO and LUMO (spin up / spin down)	3.40 / 2.62	eV
spin multiplicity	5
E_tot	-2629.7414	Eh
charge	+3